# 1
{"formula": "C4H7NO3", "method": "ωB97M-V/def2-TZVPD", "gap_ev": 10.272, "smiles": "N[C@H](C=O)CC(=O)O", "charge": 0, "total_energy_ev": -11892.82532, "homo_ev": -9.7636, "e_lumo_ev": 0.51, "species": ["H", "O", "H", "H", "H", "O", "N", "H", "C", "C", "C", "C", "O", "H", "H"], "coordinates": [[0.0951, -0.4366, -1.3257], [2.5069, 1.3571, -0.1530], [-0.3566, 0.9857, 1.3184], [0.8811, 2.1019, -0.9964], [-2.6228, -0.3515, -1.2769], [-2.0005, 0.2578, -0.7578], [1.5985, -1.2289, -0.1023], [2.4747, -0.8351, 0.3866], [0.6808, -0.1460, -0.5022], [-1.6401, -0.3445, 0.4580], [1.4055, 1.2201, -0.6892], [-0.1930, -0.0072, 0.8244], [-2.3963, -0.9407, 1.1135], [1.9112, -1.6492, -1.0223], [0.0279, -0.9415, 1.4652]], "forces_ev_per_a": [[-0.6907, -0.2512, -0.8928], [-1.5253, -0.0429, -1.3874], [1.0277, -0.7985, -0.1742], [-0.6496, 0.5763, -0.8025], [0.8807, 1.3473, 1.4290], [-0.7624, -1.6639, -0.8032], [1.8928, -0.0008, -1.9825], [-1.8243, -0.5535, -1.1729], [1.7772, 0.9107, 3.2364], [1.2394, 2.1155, -1.9429], [1.9353, -1.3083, 2.6659], [-2.0207, -1.3292, -0.6168], [-1.6320, -1.6297, 1.2614], [0.0598, 0.4196, 1.6380], [0.2920, 2.2088, -0.4556]], "nbo_charge": [0.221, -0.532, 0.252, 0.138, 0.499, -0.753, -0.841, 0.392, -0.152, 0.805, 0.410, -0.535, -0.547, 0.359, 0.284]}


# 2
{"formula": "C8H16I2N3", "method": "ωB97M-V/def2-TZVPD", "gap_ev": 6.546, "charge": 1, "total_energy_ev": -29214.86280, "homo_ev": -10.9572, "e_lumo_ev": -4.41, "species": ["C", "H", "H", "C", "H", "C", "H", "N", "N", "I", "C", "H", "C", "H", "H", "H", "H", "C", "C", "H", "C", "I", "H", "N", "H", "H", "H", "H", "H"], "coordinates": [[-1.1762, 1.0900, 3.5097], [-0.6960, -0.2256, 0.3434], [2.7845, -0.7700, -1.0851], [-1.4163, 0.3172, 1.0736], [-3.5334, -0.4210, 1.5500], [1.0244, -2.1840, -1.3339], [1.5113, 0.7583, -2.3810], [-1.6752, 0.5585, 2.2807], [0.8555, 0.1524, -0.4428], [0.5465, 3.0515, 0.9332], [-0.2322, -0.3578, -2.4766], [2.4929, 1.5095, 0.1849], [0.5791, 0.7291, -1.7731], [0.0535, 1.6718, -1.7799], [-0.0886, 1.4169, 3.5535], [-0.5485, -0.0524, -3.4231], [1.8559, -2.8684, -1.5650], [-2.8225, 0.4108, 1.3446], [1.7867, -1.0137, -0.5649], [-3.1845, 1.4428, 1.0612], [1.4497, 1.0628, 0.4011], [0.1556, -2.6697, -4.1768], [1.9829, -1.4071, 0.3715], [0.5935, -1.5277, -2.5841], [1.6274, 0.6063, 1.3855], [-1.0581, 0.2061, 4.1919], [0.1704, -2.4824, -0.8298], [-1.0766, -0.6352, -1.8541], [-1.9618, 1.6314, 4.0853]], "forces_ev_per_a": [[0.7307, -1.8197, 2.9516], [0.0810, 1.8038, 0.8847], [-1.5842, -0.1255, 0.5847], [0.8652, -3.0334, -0.1043], [0.7316, 0.6777, -0.4332], [2.7567, 3.6115, -2.1634], [-0.2951, 0.6112, 0.5207], [0.8202, 0.8776, -1.0795], [0.6844, -0.0540, -1.7340], [-0.2005, -0.9034, -0.5024], [0.6367, -0.4907, 1.8525], [-1.5252, -0.9605, -0.5582], [0.3594, -1.9530, -1.1806], [-0.0090, 0.2896, 0.4906], [-1.7129, 0.4221, -0.9213], [-0.5578, 0.4911, -1.4453], [-1.0207, -0.4498, 0.1964], [-2.2508, 2.2563, 0.7324], [-0.8538, -0.4072, -2.6119], [-0.4745, -1.5129, 0.1953], [3.1748, 2.3982, 2.7726], [-0.1233, -0.5282, -0.1133], [0.5377, -0.4141, 2.2015], [1.3198, -0.4939, -0.6339], [-0.3546, 0.1133, -0.0792], [-0.3092, 0.2407, -0.4893], [-1.3471, -1.3482, 1.5445], [-0.9229, 0.3320, 0.1419], [0.8431, 0.3695, -1.0195]], "nbo_charge": [-0.476, 0.318, 0.214, 0.232, 0.243, -0.225, 0.215, -0.209, -0.532, 0.050, -0.227, 0.228, -0.254, 0.230, 0.279, 0.230, 0.240, -0.246, -0.215, 0.222, -0.286, 0.337, 0.205, -0.625, 0.205, 0.255, 0.177, 0.146, 0.268]}